[1]
The following is a quantum chemistry calculation of a 2-piece molecular cluster, C4H14N2O overall at a distorted geometry, from the Open Molecules 2025 dataset.

```
21
Properties=species:S:1:pos:R:3:forces:R:3:nbo_charge:R:1
C 1.7033 1.3032 1.4352 -0.1 -0.2 -0.3 -0.653
C 0.4322 1.2298 0.6365 1.2 0.4 -3.4 -0.073
O 0.8352 0.2565 -0.7448 -0.6 1.1 3.6 -0.610
C 0.4943 0.7954 -1.9838 -0.5 0.7 -0.2 -0.249
H 2.5509 1.3798 0.7556 0.0 0.0 0.1 0.234
H 1.6832 2.1887 2.0743 -0.1 -0.1 0.0 0.227
H 1.8377 0.4197 2.0576 0.0 0.0 0.1 0.217
H 0.2359 2.1303 0.0593 0.2 0.3 0.2 0.190
H -0.4706 1.0791 1.2350 0.0 -1.1 -0.6 0.208
H 0.6585 1.8832 -2.0360 0.1 -0.1 0.0 0.159
H 1.1341 0.3332 -2.7462 -0.1 0.0 0.2 0.195
H -0.5612 0.6252 -2.2445 0.1 -0.1 0.0 0.162
C -2.1410 -1.4518 -0.3333 0.2 0.1 0.0 -0.415
N -0.8014 -1.9574 -0.1065 0.3 -0.2 -1.0 -0.481
N -0.3835 -1.6755 1.2098 0.8 0.8 0.6 -0.674
H -2.2127 -0.3626 -0.1793 -0.1 0.0 0.0 0.148
H -2.8305 -1.9435 0.3539 0.0 0.0 -0.1 0.200
H -2.4309 -1.6784 -1.3610 0.0 0.0 0.0 0.194
H -0.1388 -1.4994 -0.7548 -0.7 -0.4 0.5 0.355
H 0.3630 -2.3316 1.4312 -0.2 0.1 0.0 0.348
H 0.0426 -0.7239 1.2417 -0.4 -1.4 0.1 0.320
```
Positions in Å, forces in eV/Å.

SMILES ... CCOC.CNN
Frontier orbital gap ... 9.370 eV
Total charge ... 0
Relative energy (zero: lowest compared OMol25 entry of this formula, charge and spin) ... 386.1 kJ/mol
E_HOMO ... -8.428 eV

=====

[2]
The following is a quantum chemistry calculation of a 2-piece molecular cluster, C3H7NO overall at a distorted geometry, from the Open Molecules 2025 dataset.

```
12
Properties=species:S:1:pos:R:3:forces:R:3:nbo_charge:R:1
C -0.9077 0.8427 0.2175 0.6 -3.1 1.0 -0.020
C -0.3124 1.0551 -0.9871 -1.4 0.8 0.9 -0.656
C -1.2593 -1.4902 0.5327 0.3 -3.1 -0.1 -0.427
N -0.8775 -0.3376 0.9968 0.3 4.6 0.0 -0.645
H -1.4961 1.6383 0.6849 0.2 0.2 -0.1 0.135
H 0.3659 0.3838 -1.4920 -0.2 0.1 -0.1 0.205
H -0.7139 1.9988 -1.3285 0.8 0.3 -1.1 0.173
H -0.9563 -2.3049 1.2435 -0.6 0.1 -1.1 0.128
H -1.4739 -1.7358 -0.5306 0.2 0.2 0.5 0.117
H 3.2122 0.4266 0.2935 -1.0 -0.9 -0.5 0.454
H 1.8004 -0.2032 0.4484 0.0 0.0 -0.3 0.500
O 2.6185 -0.2736 -0.0792 0.8 0.9 0.8 -0.962
```
Positions in Å, forces in eV/Å.

Frontier orbital gap (spin up / spin down) ... 3.662 / 7.249 eV
Total charge ... -1
Relative energy (zero: lowest compared OMol25 entry of this formula, charge and spin) ... 133.0 kJ/mol
E_HOMO (spin up / spin down) ... 0.444 / -3.195 eV
Spin multiplicity ... 2

=====

[3]
The following is a quantum chemistry calculation of one molecule with the formula C27H29N3O6 at a distorted geometry, from the Open Molecules 2025 dataset.

```
65
Properties=species:S:1:pos:R:3:forces:R:3:nbo_charge:R:1
C 5.9751 3.9837 -0.4576 -0.1 -0.2 -0.2 -0.602
C 4.9997 2.9053 -0.9101 0.1 0.1 0.3 -0.384
C 4.1291 2.4145 0.2544 0.1 0.0 -0.2 -0.433
C 3.1743 1.3493 -0.2024 -0.2 0.0 0.1 0.273
N 2.0358 1.8039 -0.6449 0.1 0.5 0.1 -0.414
C 1.1005 0.9591 -1.1082 0.0 -0.7 -0.1 0.133
C -0.1113 1.4906 -1.5942 -0.2 -0.1 -0.1 -0.185
C -1.0875 0.6598 -2.0655 0.1 0.3 0.0 -0.204
C -0.8900 -0.7290 -2.0716 0.2 -0.3 0.0 -0.209
C 0.2703 -1.2758 -1.5948 -0.2 0.0 -0.2 -0.212
C 1.2969 -0.4453 -1.1011 0.0 0.4 0.0 -0.015
C 2.5264 -0.9279 -0.5626 0.3 0.5 -0.2 -0.135
C 2.6405 -2.4199 -0.5123 0.1 -0.3 -0.3 0.799
O 2.8260 -3.1100 -1.4754 0.0 0.2 0.2 -0.544
O 2.4070 -3.0276 0.6782 0.0 -0.3 -0.3 -0.501
C 2.2575 -2.2998 1.8824 -0.1 0.1 0.4 -0.126
C 1.2347 -1.2222 1.8330 0.1 0.4 0.4 0.420
N 1.3786 -0.0024 2.2387 1.2 -1.0 0.1 -0.279
N 0.2120 0.6250 2.0251 -1.4 0.4 -0.3 -0.293
C -0.6022 -0.2417 1.4945 0.8 0.4 0.4 0.476
C -1.9406 -0.0125 1.0260 -0.8 -0.2 -0.3 -0.116
C -2.4464 1.2853 1.0286 0.0 -0.2 0.0 -0.268
C -3.7085 1.5193 0.5201 -0.2 -0.2 -0.1 0.268
O -4.3027 2.7380 0.4594 -0.1 -0.3 -0.1 -0.479
C -3.5804 3.8512 0.9309 0.1 0.2 0.1 -0.251
C -4.4908 0.4575 0.0028 0.0 0.1 0.0 0.292
O -5.6964 0.8609 -0.4671 0.4 0.1 0.1 -0.492
C -6.6879 -0.0600 -0.8625 -0.4 -0.2 -0.2 -0.238
C -3.9634 -0.8449 0.0056 -0.1 0.1 0.0 0.225
O -4.7296 -1.8517 -0.5245 0.0 0.5 0.0 -0.510
C -4.2206 -3.1634 -0.5162 0.0 -0.2 0.0 -0.249
C -2.6942 -1.0657 0.5227 0.1 0.1 0.2 -0.268
O -0.0087 -1.4570 1.3667 -0.1 -0.1 0.1 -0.414
C 3.5014 -0.0411 -0.1584 -0.3 -0.4 -0.2 -0.025
C 4.8632 -0.4407 0.3495 0.0 -0.1 0.0 -0.435
C 5.3770 -1.8180 -0.0591 0.1 0.2 0.0 -0.615
H 6.5753 4.3304 -1.2957 0.1 0.1 0.0 0.210
H 5.4372 4.8336 -0.0446 0.0 0.1 0.1 0.204
H 6.6456 3.5985 0.3081 0.1 0.0 0.1 0.199
H 4.3447 3.3012 -1.6878 0.0 -0.1 0.0 0.210
H 5.5557 2.0702 -1.3434 0.0 0.0 -0.1 0.190
H 4.7551 2.0623 1.0733 0.1 0.0 0.1 0.205
H 3.5300 3.2518 0.6132 0.0 -0.1 0.1 0.233
H -0.2295 2.5621 -1.5790 0.0 0.1 0.0 0.226
H -2.0192 1.0628 -2.4336 -0.1 0.1 0.0 0.220
H -1.6668 -1.3698 -2.4618 -0.1 -0.1 0.0 0.214
H 0.4120 -2.3465 -1.6077 0.0 -0.1 0.0 0.224
H 3.2044 -1.8468 2.1943 -0.2 0.0 0.0 0.216
H 1.9620 -3.0562 2.6179 0.1 0.1 -0.1 0.227
H -1.8237 2.0697 1.4206 0.0 0.2 0.0 0.248
H -3.3507 3.7595 1.9969 0.0 0.0 0.0 0.179
H -4.2329 4.7084 0.7735 0.1 0.0 0.0 0.201
H -2.6504 3.9926 0.3720 0.0 0.0 0.0 0.178
H -6.3927 -0.6196 -1.7522 -0.1 0.1 0.1 0.184
H -6.9328 -0.7600 -0.0610 0.0 0.1 -0.1 0.181
H -7.5613 0.5509 -1.0902 0.0 -0.1 0.0 0.190
H -4.0365 -3.5195 0.5021 0.0 0.0 0.0 0.179
H -3.3009 -3.2456 -1.1036 0.0 0.0 0.0 0.177
H -4.9957 -3.7750 -0.9758 0.1 0.0 0.0 0.202
H -2.2674 -2.0540 0.5307 0.0 -0.1 -0.1 0.233
H 4.8615 -0.3565 1.4429 0.1 0.1 0.0 0.216
H 5.5788 0.2944 -0.0218 0.0 0.0 0.1 0.222
H 6.4317 -1.8951 0.2001 0.0 0.0 0.0 0.220
H 5.2798 -1.9622 -1.1325 0.0 -0.1 -0.1 0.224
H 4.8605 -2.6290 0.4460 0.0 -0.1 0.0 0.206
```
Positions in Å, forces in eV/Å.

SMILES ... CCCc1nc2ccccc2c(C(=O)OCc2nnc(-c3cc(OC)c(OC)c(OC)c3)o2)c1CC
Frontier orbital gap ... 8.055 eV
Total charge ... 0
Relative energy (zero: lowest compared OMol25 entry of this formula, charge and spin) ... 206.6 kJ/mol
E_HOMO ... -7.889 eV

=====

[4]
The following is a quantum chemistry calculation of a 2-piece molecular cluster, C3H5FO2P overall at a distorted geometry, from the Open Molecules 2025 dataset.

```
12
Properties=species:S:1:pos:R:3:forces:R:3:nbo_charge:R:1
C 2.4422 0.6351 -0.3101 0.2 0.0 0.0 -0.537
C -3.1496 -0.9146 -0.3279 0.8 0.2 0.3 -0.496
C 1.4455 -0.1827 -0.0278 -0.3 0.5 -0.3 0.084
O -0.2542 1.8265 -0.5006 0.2 1.0 -0.5 -1.164
O -0.5019 0.5033 1.6585 0.3 0.0 -0.4 -1.020
F 1.7032 -1.4980 0.2198 -0.1 -0.1 0.1 -0.376
P -0.3613 0.4292 -0.0279 -0.9 -1.5 1.0 1.456
H 2.1983 1.6644 -0.5077 -0.1 0.1 -0.1 0.234
H 3.4808 0.3359 -0.3400 0.1 -0.2 0.1 0.181
H -3.2692 -0.6012 -1.3843 0.2 0.0 0.0 0.083
H -2.7272 -1.9414 -0.3997 0.0 0.2 -0.2 0.075
H -1.0066 -0.2566 1.9475 -0.4 -0.2 0.0 0.479
```
Positions in Å, forces in eV/Å.

Frontier orbital gap (spin up / spin down) ... 6.990 / 6.991 eV
Total charge ... -1
Relative energy (zero: lowest compared OMol25 entry of this formula, charge and spin) ... 570.9 kJ/mol
E_HOMO (spin up / spin down) ... -3.562 / -3.563 eV

=====

[5]
The following is a quantum chemistry calculation of one molecule with the formula C10H7NO3 at a distorted geometry, from the Open Molecules 2025 dataset.

```
21
Properties=species:S:1:pos:R:3:forces:R:3:nbo_charge:R:1
N 3.2536 0.4573 -2.1088 0.7 0.5 -2.6 -0.295
C 3.0148 0.1792 -1.0409 0.0 0.0 -0.2 0.242
C 2.5390 -0.0479 0.2420 -3.1 -2.6 2.7 0.041
O 3.5359 -0.2116 1.1801 0.5 -0.7 0.8 -0.678
C 1.5652 -1.5504 0.2584 3.2 2.4 -0.4 0.618
O 2.1016 -2.6090 0.3506 -0.2 -0.2 0.3 -0.514
C 0.2528 -1.0801 0.1060 -3.8 -0.3 -0.5 -0.224
C -0.8762 -1.9561 -0.1112 2.1 0.0 -0.2 -0.112
C -2.0939 -1.3522 -0.3834 0.7 1.4 -1.5 -0.243
C -2.1828 0.0543 -0.5397 -0.4 1.7 1.8 -0.129
C -1.0894 0.9062 -0.1862 -1.0 -2.5 -0.2 -0.231
C 0.1084 0.3392 0.1068 1.4 -3.2 0.3 0.034
C 1.3930 0.9874 0.5424 0.3 0.3 -0.6 0.060
O 1.6243 2.2320 -0.0275 -1.2 1.3 -3.1 -0.697
H 3.6499 -1.1850 1.3172 0.0 0.9 -0.2 0.492
H -0.6393 -3.0813 -0.1864 -0.8 1.9 0.3 0.248
H -2.8919 -1.8902 -0.8233 -0.9 -0.8 0.3 0.226
H -3.1852 0.6116 -0.6587 1.6 -1.4 -0.2 0.231
H -1.1097 1.9115 0.0430 -0.9 2.3 -0.3 0.227
H 1.2890 1.2501 1.5772 0.4 -0.6 1.0 0.220
H 1.2209 2.3006 -0.9802 1.3 -0.4 2.6 0.481
```
Positions in Å, forces in eV/Å.

SMILES ... N#C[C@]1(O)C(=O)c2ccccc2[C@@H]1O
Frontier orbital gap ... 8.669 eV
Total charge ... 0
Relative energy (zero: lowest compared OMol25 entry of this formula, charge and spin) ... 119.7 kJ/mol
E_HOMO ... -9.675 eV

=====

[6]
The following is a quantum chemistry calculation of C22H21N3O2V as an isolated structure at a distorted geometry, from the Open Molecules 2025 dataset.

```
49
Properties=species:S:1:pos:R:3:forces:R:3:nbo_charge:R:1
C -1.7214 -1.3041 -0.7621 -0.7 0.5 -1.2 -0.353
C -2.1278 -0.2288 0.0681 -1.0 0.5 -0.8 -0.327
C -2.1006 -0.6717 1.4185 -1.2 1.9 1.8 -0.407
C -1.6691 -2.0422 1.4431 -0.6 -2.1 2.3 -0.447
C -1.4303 -2.4290 0.0644 0.4 -2.7 -1.3 -0.429
V -0.2627 -1.0020 0.7193 5.4 3.1 -0.3 0.736
N 0.6111 1.2042 -1.5618 0.1 -6.6 2.0 -0.738
C 0.8228 2.1542 -2.3681 -1.8 5.1 -2.1 -0.158
C 0.2165 2.6477 -1.0085 0.0 -4.6 0.1 -0.279
H -2.2208 0.0202 2.2932 -0.2 -1.0 -0.9 0.211
H -2.4509 0.7726 -0.2934 0.5 -0.9 0.4 0.203
H -1.1812 -2.5326 2.3414 -1.2 0.3 -1.1 0.232
H -0.8257 -3.3108 -0.2878 -1.2 0.7 0.4 0.215
H -1.6075 -1.2267 -1.8640 -0.1 -0.2 1.0 0.206
H -0.8896 2.5243 -0.8286 1.3 0.9 -0.3 0.212
H 0.1409 2.1880 -3.1994 -0.4 0.9 -1.1 0.118
H 0.8731 0.2242 -1.9368 -1.3 1.8 2.5 0.426
H 0.9115 2.6030 -0.1501 -0.5 1.2 -0.3 0.269
H 1.7797 2.4715 -2.5603 2.6 1.2 -0.8 0.142
O 1.5808 -2.8403 2.4385 0.7 0.6 0.1 -0.689
C 2.2636 -1.8272 2.2405 -0.8 -0.9 -0.3 0.775
N 3.5605 -1.6327 2.6216 -0.1 -1.0 0.3 -0.637
C 4.0677 -0.3517 2.1560 0.2 0.1 0.8 -0.083
C 2.7982 0.2185 1.5232 -2.4 2.2 -1.5 0.705
O 2.6500 1.3834 1.0376 0.9 -2.8 1.2 -0.675
N 1.7978 -0.7289 1.5408 0.8 0.8 0.2 -0.796
C 4.5409 0.4438 3.3792 -0.2 0.0 -0.4 0.056
C 4.1070 1.7488 3.6141 0.3 0.2 0.3 -0.244
C 4.5166 2.4143 4.7767 0.2 -0.4 -0.2 -0.236
C 5.3491 1.7682 5.6932 -0.1 -0.2 -0.1 -0.371
C 5.7830 0.4576 5.4484 -0.1 0.0 -0.4 -0.268
C 5.3875 -0.2034 4.2820 0.0 0.6 0.4 -0.433
C 5.1062 -0.5697 1.0747 0.3 0.2 -0.2 -0.041
C 6.4103 -0.0823 1.1840 -0.1 -0.4 -0.2 -0.230
C 7.3626 -0.4754 0.2365 -0.3 0.0 -0.1 -0.416
C 6.9981 -1.3081 -0.8268 0.0 0.2 0.2 -0.297
C 5.6715 -1.7245 -0.9754 -0.2 0.3 0.5 -0.254
C 4.7161 -1.3376 -0.0293 0.5 -0.2 -0.3 -0.148
H 4.0932 -2.3937 3.0683 -0.4 0.9 -0.5 0.410
H 3.4577 2.2465 2.8916 0.2 -0.2 0.2 0.250
H 4.1740 3.4370 4.9437 0.1 -0.3 0.1 0.197
H 5.6679 2.2830 6.5994 0.0 -0.1 -0.2 0.194
H 6.4344 -0.0656 6.1473 -0.1 0.2 -0.1 0.174
H 5.7403 -1.2176 4.0696 -0.1 0.4 0.2 0.193
H 6.6611 0.5833 2.0144 0.1 -0.3 -0.3 0.227
H 8.3883 -0.1239 0.3508 -0.2 -0.1 -0.1 0.194
H 7.7490 -1.6282 -1.5470 -0.1 0.1 0.1 0.196
H 5.3613 -2.3503 -1.8130 0.2 0.2 0.1 0.198
H 3.6696 -1.6459 -0.1458 0.5 0.1 0.1 0.216
```
Positions in Å, forces in eV/Å.

Frontier orbital gap (spin up / spin down) ... 1.798 / 4.088 eV
Total charge ... -2
Relative energy (zero: lowest compared OMol25 entry of this formula, charge and spin) ... 424.1 kJ/mol
E_HOMO (spin up / spin down) ... 2.833 / 0.507 eV
Spin multiplicity ... 4